Entry 1:
Below is a structure of composition C40H40CsN9O7, with properties calculated with ωB97M-V with the def2-TZVPD basis set.

Computed properties:
Lowest unoccupied orbital energy (alpha / beta) = 3.2 / 3.2 eV
Frontier orbital gap (alpha / beta) = 3.47 / 6.58 eV
Total charge = -2
E_HOMO (alpha / beta) = -0.312 / -3.416 eV
Multiplicity = 1

Element x y z (Å)
Cs: 1.70583 0.28959 -0.33881
O: 3.29778 4.45144 2.27894
C: 3.07547 3.45522 1.56537
O: 2.07276 3.21755 0.83574
C: 4.14678 2.35096 1.61309
C: 5.33044 2.53572 2.31081
C: 6.21696 1.46865 2.40189
C: 5.88961 0.25462 1.82007
C: 4.69681 0.16226 1.11108
N: 3.85805 1.19579 1.00992
C: 4.27195 -1.15234 0.44040
O: 4.37360 -2.16573 1.14958
O: 3.85529 -1.04426 -0.74529
H: 5.51105 3.49352 2.77657
H: 7.14867 1.57768 2.94576
H: 6.51965 -0.62048 1.90946
C: 2.27791 -0.72428 4.18440
C: 1.71052 -0.12001 3.07739
N: 0.91447 -0.78794 2.24926
C: 0.70398 -2.08116 2.48944
C: 1.29847 -2.67985 3.60111
N: 2.06630 -2.01131 4.45668
C: -0.17779 -2.81869 1.52504
C: -0.70780 -4.04889 1.83369
C: -1.54785 -4.73415 0.89704
C: -1.76904 -4.02161 -0.31711
C: -1.20410 -2.78712 -0.51892
N: -0.40649 -2.16309 0.37149
C: -1.51070 -1.98951 -1.74525
C: -2.18837 -2.50977 -2.85908
N: -2.54161 -1.76824 -3.90138
C: -2.21207 -0.47624 -3.84919
C: -1.50124 0.03845 -2.78236
N: -1.14273 -0.71285 -1.74331
C: -2.14032 -6.00177 1.16153
C: -1.95938 -6.70764 2.38594
C: -2.56105 -7.92793 2.59188
N: -3.35019 -8.57280 1.71154
C: -3.52442 -7.91164 0.54956
C: -2.97515 -6.69137 0.23333
H: 2.91526 -0.16632 4.86057
H: 1.88455 0.93080 2.84774
H: 1.16467 -3.73575 3.79931
H: -0.50127 -4.48883 2.79773
H: -2.41375 -4.43885 -1.07609
H: -2.44820 -3.55934 -2.90835
H: -2.51813 0.14878 -4.68171
H: -1.21041 1.08425 -2.74825
H: -1.34582 -6.30052 3.17840
H: -2.40114 -8.43949 3.53818
H: -4.15549 -8.41026 -0.18235
H: -3.19449 -6.27124 -0.73947
O: -0.15645 4.54848 1.63026
C: 0.14622 4.48906 2.99462
C: -0.23494 3.18554 3.67637
C: 0.12161 2.98100 5.01087
C: -0.23643 1.80117 5.63343
C: -0.93591 0.84333 4.91017
C: -1.22887 1.12320 3.58754
N: -0.89487 2.26797 2.97980
H: 0.57822 4.07840 1.16703
H: -0.39721 5.29309 3.50526
H: 1.21579 4.65736 3.15976
H: 0.68593 3.74386 5.53753
H: 0.04112 1.61706 6.66453
H: -1.20696 -0.11076 5.34426
H: -1.73772 0.38893 2.97003
O: 0.80158 4.21314 -5.13972
C: 0.94326 2.96156 -4.68403
O: 0.61831 2.61787 -3.58312
C: 1.58777 1.99143 -5.68358
N: 1.57581 2.57018 -7.04202
C: 0.50340 1.89385 -7.82316
C: -0.27498 1.06090 -6.80010
C: 0.79035 0.69556 -5.76935
H: 2.60689 1.83504 -5.33109
H: 2.47371 2.46060 -7.48643
H: 1.11062 4.16029 -6.06987
H: 0.93967 1.24780 -8.58863
H: -0.12790 2.62595 -8.32606
H: -0.75413 0.19414 -7.25277
H: -1.05198 1.66814 -6.32702
H: 1.42511 -0.11022 -6.14361
H: 0.38997 0.40394 -4.80296
C: -4.30727 3.23680 0.47187
C: -2.94706 2.57504 0.24737
C: -3.07647 1.04310 0.38241
C: -2.37703 2.95525 -1.07713
H: -4.71429 2.96442 1.44994
H: -5.02357 2.91223 -0.29323
H: -4.23021 4.32598 0.42509
H: -2.25371 2.90848 1.02272
H: -3.70838 0.63872 -0.41707
H: -3.53949 0.79184 1.34280
H: -2.10694 0.54242 0.32342
H: -1.30454 3.02860 -1.22551
H: -3.02589 3.06528 -1.94365

Cartesian forces, eV/Å:
-2.58 0.72 -1.15
-0.04 -0.05 -0.11
-0.06 0.03 -0.06
0.21 -0.01 0.25
-0.12 -0.18 -0.02
0.10 -0.08 0.02
-0.06 0.01 0.00
0.02 0.06 0.05
-0.02 0.16 0.07
1.10 0.27 0.48
0.41 -0.27 -0.16
0.02 0.06 -0.06
1.11 -0.58 0.19
0.01 0.01 0.01
0.02 0.01 0.01
-0.01 0.01 0.00
0.01 -0.09 0.00
-0.09 0.01 0.01
0.06 -0.09 0.37
-0.15 -0.02 -0.09
0.14 0.04 0.14
-0.08 -0.03 -0.10
0.12 0.19 0.03
-0.15 -0.12 -0.11
0.10 0.16 0.02
-0.03 -0.13 0.08
0.05 0.24 -0.02
0.03 -0.08 -0.04
-0.01 -0.19 0.15
-0.05 0.07 -0.13
0.01 -0.19 0.09
0.01 -0.03 0.03
0.06 0.04 0.05
-0.07 0.24 -0.19
-0.04 -0.11 0.03
-0.04 -0.06 -0.03
-0.02 0.00 -0.08
0.05 0.15 -0.06
0.06 -0.02 0.12
0.01 -0.01 0.05
0.00 0.00 0.00
-0.02 -0.11 0.07
0.01 0.00 0.01
-0.01 -0.01 -0.01
-0.02 -0.01 0.04
0.00 0.00 -0.01
0.01 0.01 0.02
0.01 -0.05 -0.05
-0.01 -0.01 -0.01
0.00 0.01 0.00
0.00 0.00 0.00
0.00 -0.01 0.01
-0.11 0.01 0.11
-0.03 -0.08 -0.16
0.01 -0.01 -0.14
0.04 -0.01 0.12
0.02 0.03 0.00
0.02 0.00 -0.03
0.01 0.17 -0.06
-0.12 -0.25 0.08
0.10 0.07 0.11
-0.03 0.04 -0.03
0.04 0.02 0.03
-0.01 -0.03 -0.03
0.00 0.00 0.02
-0.01 0.02 -0.01
0.02 0.04 0.01
0.02 -0.12 -0.04
0.04 -0.10 0.15
-0.07 0.12 -0.02
-0.03 0.03 -0.06
-0.14 0.00 -0.02
0.10 0.03 0.12
0.03 0.02 0.01
-0.01 -0.01 -0.01
0.06 -0.01 0.00
0.03 -0.01 -0.02
-0.04 0.04 -0.04
0.03 -0.02 -0.01
0.00 0.04 -0.01
-0.02 0.01 0.02
0.02 -0.01 -0.02
0.02 0.00 0.01
-0.02 -0.04 0.02
-0.03 0.00 -0.02
0.03 -0.04 -0.10
0.00 0.07 -0.01
0.05 -0.02 0.04
0.01 0.01 -0.03
0.02 0.02 0.04
0.01 -0.04 0.00
0.02 0.01 0.00
0.01 0.00 0.05
0.02 0.00 -0.04
-0.05 0.07 0.02
-0.13 0.01 0.01
0.06 -0.01 0.07

---

Entry 2:
Below is a cluster of 2 separate species, C11H20Cl2INO3 in total, with properties calculated with ωB97M-V with the def2-TZVPD basis set.

Computed properties:
Lowest unoccupied orbital energy = 0.3 eV
Frontier orbital gap = 9.56 eV
Total charge = 0
E_HOMO = -9.306 eV
Multiplicity = 1
SMILES = CCCCN[C@@H]1OC(=O)O[C@H]1CCCI.ClCCl
Energy above the lowest of the compared OMol25 structures with the same formula, charge and spin = 139.9 kcal per mole

Element x y z (Å)
C: 3.12964 -1.07680 1.36157
C: 3.39309 -1.01076 -0.25582
C: 2.78784 0.34990 -0.98532
C: 1.12235 0.19734 -0.97453
N: 0.64990 0.97786 0.23192
C: -0.67153 0.48324 0.77676
O: -0.54812 -0.41235 1.94752
C: -0.81753 -1.74567 1.31942
O: -0.59695 -2.93714 1.89374
O: -1.42005 -1.70053 -0.05175
C: -1.74447 -0.27362 -0.20518
C: -3.20839 -0.05498 0.56103
C: -4.40685 -1.00779 -0.02550
C: -4.45783 -2.52373 0.62691
I: -6.35819 -3.56518 0.09196
H: 3.76639 -0.26283 1.95490
H: 3.54002 -2.12537 1.75733
H: 1.99415 -0.98314 1.63268
H: 4.56984 -0.95244 -0.41458
H: 2.90177 -1.92288 -0.82634
H: 3.03329 1.29272 -0.29888
H: 3.20969 0.53003 -2.06915
H: 0.75734 0.65644 -2.01332
H: 0.91905 -0.95443 -0.93531
H: 0.67085 2.00946 0.07728
H: -1.20045 1.50272 1.08761
H: -1.85336 0.19899 -1.27037
H: -3.14693 -0.26379 1.72450
H: -3.58635 1.07260 0.45955
H: -4.33822 -0.99336 -1.19736
H: -5.43299 -0.48784 0.29326
H: -4.27471 -2.53777 1.79522
H: -3.59134 -3.20112 0.16854
Cl: 4.20550 3.18598 -1.25549
C: 3.07898 4.46381 -1.72783
Cl: 1.45195 4.13394 -1.12040
H: 3.42648 5.41455 -1.31620
H: 3.04616 4.52395 -2.81838

Cartesian forces, eV/Å:
0.51 -0.60 0.11
0.54 1.12 -0.37
-0.79 -0.38 1.30
2.37 0.79 -1.20
-1.92 -2.11 -0.55
-0.78 3.50 -1.05
-0.85 -3.41 -4.35
0.69 -5.69 2.41
-1.45 8.51 -3.77
1.72 2.05 3.45
-1.44 1.47 2.40
-0.80 0.04 0.10
-0.73 0.45 0.60
2.24 0.17 -0.43
1.18 0.74 0.45
-1.54 -1.55 -1.49
-1.04 2.22 -0.88
2.31 -0.13 -0.48
-2.47 -0.57 0.22
1.30 1.65 1.31
-0.55 -2.31 -1.63
-0.81 -0.56 2.19
0.33 -1.08 2.21
-0.09 2.37 0.17
-0.22 -1.49 0.12
0.90 -2.45 -0.05
0.76 -1.59 1.83
0.25 0.42 -2.38
1.05 -2.38 0.04
-0.29 -0.40 2.27
2.23 -1.09 -0.84
-0.81 0.19 -2.46
-2.05 1.51 0.96
0.27 0.64 -0.23
0.38 0.24 -0.21
-0.16 0.17 -0.07
-0.16 -0.31 0.01
-0.07 -0.14 0.31

---

Entry 3:
Below is a structure of composition C6H15N2, with properties calculated with ωB97M-V with the def2-TZVPD basis set.

Computed properties:
Lowest unoccupied orbital energy = -3.0 eV
Frontier orbital gap = 10.19 eV
Total charge = +1
E_HOMO = -13.141 eV
Multiplicity = 1
Energy above the lowest of the compared OMol25 structures with the same formula, charge and spin = 90.4 kcal per mole

Element x y z (Å)
C: 0.44136 -1.78539 -0.30648
C: -0.53854 -2.47584 -1.21430
C: 0.13975 -0.31508 2.00634
C: -0.50128 1.22046 -1.51239
C: 0.11450 2.32493 0.58965
C: -0.27258 -0.12979 0.55505
N: 1.62726 -2.00238 0.00353
N: 0.18812 1.05740 -0.25986
H: -1.52195 -2.21252 -0.90310
H: -0.41182 -3.49825 -1.39356
H: -0.19748 -2.14852 -2.15579
H: -0.49136 -1.02360 2.39561
H: -0.02030 0.55360 2.52635
H: 1.21275 -0.71823 2.22232
H: -1.50143 1.60319 -1.26800
H: 0.00145 2.10222 -2.02492
H: -0.42996 0.24593 -2.07633
H: 0.83725 2.27072 1.36336
H: 0.45723 3.13487 -0.15101
H: -0.99695 2.44300 0.85124
H: -1.40143 -0.13035 0.45670
H: 2.10384 -1.28480 0.59038
H: 1.16157 0.76845 -0.29480

Cartesian forces, eV/Å:
-0.42 2.57 1.91
1.29 1.19 1.22
3.21 -0.22 -2.17
0.61 0.74 -1.65
-1.23 0.94 -3.04
-1.55 -3.52 -1.66
-0.13 0.16 -0.36
1.00 -0.66 3.86
-0.79 0.13 -0.38
0.28 -1.89 0.79
-0.46 1.15 -1.62
-1.58 -1.83 0.88
-0.15 2.14 1.61
-1.72 0.97 -0.65
0.03 -0.72 -0.29
-0.51 -1.44 0.14
-0.46 1.37 0.39
0.15 -0.09 0.98
-0.74 -0.85 1.38
1.92 0.03 0.02
1.25 -0.09 0.16
-0.52 -0.80 -0.44
0.51 0.70 -1.09

---

Q: Which value of total charge does entry 3 give?
A: +1